(A)
The following is a DFT calculation (ωB97M-V/def2-TZVPD) of an isolated ion of composition C2H8N5 and charge +1.

Positions of all 15 atoms, in Å:
C1 3.2336 0.4611 0.2241
C2 -0.9997 0.6325 -0.5155
N1 2.1148 0.0372 -0.2086
N2 1.1311 -0.6137 -0.0048
N3 -0.1121 -0.4538 -0.2284
N4 -2.2546 0.7885 0.3221
N5 -0.8477 -1.6824 -0.1975
H1 4.0968 0.7867 -0.2851
H2 3.2826 0.3925 1.3579
H3 -0.4517 1.4839 -0.4923
H4 -2.2079 1.5057 1.0959
H5 -3.0268 0.9835 -0.3787
H6 -0.3221 -2.5304 -0.3098
H7 -1.2189 -1.6400 -1.0914
H8 -2.4173 -0.1512 0.7122

Results
HOMO energy (alpha / beta) = -11.6743 / -11.6687 eV
Charge = +1
Multiplicity = 1
E_LUMO (alpha / beta) = -4.1 / -4.1 eV
Molar mass = 102.1 g mol⁻¹

***

(B)
The following is a DFT calculation (ωB97M-V/def2-TZVPD) of C2H8N5 as an isolated structure.

Positions of all 15 atoms, in Å:
C1 2.5422 -0.4445 -0.1174
C2 -1.5402 -0.3651 -0.4586
N1 1.1989 -0.9525 -0.3533
N2 1.9258 0.7568 0.4174
N3 -2.6121 0.0884 0.3779
N4 -0.4547 0.6070 -0.0099
N5 0.7685 0.1559 0.0712
H1 3.3453 -0.9667 0.4564
H2 2.9495 -0.0943 -1.0971
H3 -1.2321 -1.3132 -0.1803
H4 -1.5711 -0.3130 -1.6267
H5 -3.1557 -0.7463 0.9152
H6 1.9580 1.4914 1.0808
H7 -3.3403 0.6350 0.0039
H8 -0.7821 1.4612 0.5205

Results
HOMO energy = -14.1956 eV
Charge = +1
Multiplicity = 1
E_LUMO = -3.9 eV
Molar mass = 102.1 g mol⁻¹

***

Sorted by energy, starting with the most stable: (B), (A).

***

(A)
The following is a DFT calculation (ωB97M-V/def2-TZVPD) of C16H22N4O2S as an isolated structure.

Positions of all 45 atoms, in Å:
C1 -2.1447 -0.1090 -3.0220
C2 -2.0484 0.5883 -1.6732
C3 -2.5213 -0.2716 -0.4750
C4 -4.0061 -0.6358 -0.5666
C5 -1.7124 -1.4992 -0.4205
N1 -1.0610 -2.4433 -0.3538
C6 -2.2861 0.5965 0.7810
O1 -3.0508 1.5023 1.0434
N2 -1.1858 0.3015 1.5076
C7 -0.6998 1.1592 2.5772
C8 0.0094 0.3281 3.6097
C9 1.3240 0.2305 3.7713
C10 2.3804 0.9566 2.9832
N3 3.4701 0.0944 2.5397
C11 3.4686 -0.7887 1.4981
O2 4.4889 -1.3206 1.1145
C12 2.1265 -1.0982 0.8448
C13 1.8908 -0.3063 -0.4083
C14 1.6875 -0.7996 -1.6621
C15 1.5054 0.2456 -2.6105
C16 1.2991 0.0358 -4.0785
N4 1.5490 1.4645 -2.1225
S1 1.8238 1.4012 -0.5032
H1 -1.7326 0.5343 -3.7988
H2 -1.5779 -1.0428 -3.0281
H3 -3.1761 -0.3330 -3.2945
H4 -1.0148 0.8941 -1.4929
H5 -2.6574 1.4936 -1.6589
H6 -4.3191 -1.2014 0.3104
H7 -4.5867 0.2830 -0.6112
H8 -4.2004 -1.2373 -1.4524
H9 -0.5703 -0.4179 1.1643
H10 -0.0572 1.9430 2.1692
H11 -1.5687 1.6551 3.0075
H12 -0.6338 -0.2700 4.2468
H13 1.7090 -0.4336 4.5392
H14 1.9461 1.4977 2.1423
H15 2.8366 1.7151 3.6218
H16 4.3971 0.2941 2.8811
H17 2.1502 -2.1532 0.5784
H18 1.3189 -0.9580 1.5624
H19 1.6640 -1.8535 -1.8976
H20 0.8584 -0.9407 -4.2749
H21 0.6527 0.8108 -4.4864
H22 2.2550 0.0882 -4.6022

Results
HOMO energy = -9.5180 eV
Charge = 0
Multiplicity = 1
E_LUMO = 0.6 eV
Molar mass = 334.4 g mol⁻¹

***

(B)
The following is a DFT calculation (ωB97M-V/def2-TZVPD) of one molecule with the formula C16H22N4O2S.

Positions of all 45 atoms, in Å:
C1 -4.7950 1.3868 0.9543
C2 -4.0808 2.2490 -0.0823
C3 -4.7097 3.6373 -0.1561
C4 -2.5910 2.3754 0.2594
N1 -1.9235 1.0964 0.2516
C5 -1.2964 0.5932 1.3245
O1 -1.2604 1.1182 2.4141
C6 -0.6591 -0.7816 1.1218
S1 -0.1033 -1.1633 -0.5602
C7 1.1083 0.0733 -0.7290
N2 1.1497 1.1483 -0.0102
N3 2.2301 1.8404 -0.4742
C8 2.8651 1.1907 -1.4942
O2 3.8449 1.5205 -2.1149
N4 2.0977 0.0377 -1.6700
C9 2.4754 -1.0629 -2.5166
C10 3.5875 -1.8982 -1.8569
C11 3.1390 -2.3682 -0.5023
C12 3.3822 -1.5921 0.6245
C13 2.8856 -1.9684 1.8604
C14 2.1442 -3.1313 1.9841
C15 1.9094 -3.9186 0.8694
C16 2.4005 -3.5368 -0.3660
H1 -5.8490 1.2869 0.7061
H2 -4.7116 1.8383 1.9399
H3 -4.3559 0.3929 0.9978
H4 -4.1703 1.7686 -1.0643
H5 -4.6259 4.1399 0.8045
H6 -4.2141 4.2471 -0.9081
H7 -5.7631 3.5632 -0.4144
H8 -2.4679 2.7827 1.2653
H9 -2.1003 3.0446 -0.4561
H10 -1.8867 0.5912 -0.6214
H11 -1.3898 -1.5553 1.3649
H12 0.1955 -0.8790 1.7906
H13 2.4926 2.7093 -0.0417
H14 2.8343 -0.6477 -3.4618
H15 1.5859 -1.6734 -2.6906
H16 3.8131 -2.7442 -2.5067
H17 4.4782 -1.2741 -1.7678
H18 3.9661 -0.6862 0.5334
H19 3.0746 -1.3504 2.7261
H20 1.7523 -3.4234 2.9473
H21 1.3361 -4.8293 0.9617
H22 2.2053 -4.1475 -1.2358

Results
HOMO energy = -8.4408 eV
Charge = 0
Multiplicity = 1
E_LUMO = 0.4 eV
Molar mass = 334.4 g mol⁻¹

***

Sorted by energy, starting with the most stable: (B), (A).

***

(A)
The following is a DFT calculation (ωB97M-V/def2-TZVPD) of a 2-piece molecular cluster, C4H12N3 overall.

Positions of all 19 atoms, in Å:
N1 1.3883 -0.4355 -0.0099
C1 1.0755 -1.7829 -0.6274
C2 -1.3441 -2.5498 -0.6440
C3 -0.0851 -2.4788 -0.0220
H1 2.1833 -0.0857 -0.5485
H2 1.7867 -0.6147 0.9140
H3 1.9719 -2.4072 -0.5360
H4 0.9115 -1.6272 -1.6955
H5 -2.2019 -2.9550 -0.1151
H6 -1.4768 -2.2132 -1.6688
H7 0.0433 -3.0122 0.9186
N2 -0.9567 3.6064 0.8033
C4 -0.1193 2.6235 0.5135
N3 -0.4512 1.4648 0.0132
H8 -1.9376 3.4121 0.9542
H9 -0.5694 4.3965 1.3010
H10 0.9437 2.8378 0.5678
H11 0.2813 0.5478 -0.0451
H12 -1.4436 1.2732 -0.0732

Results
HOMO energy (alpha / beta) = -18.1529 / -18.1466 eV
Charge = +2
Multiplicity = 2
E_LUMO (alpha / beta) = -9.2 / -12.9 eV
Molar mass = 102.2 g mol⁻¹

***

(B)
The following is a DFT calculation (ωB97M-V/def2-TZVPD) of a 2-piece molecular cluster, C4H12N3 overall.

Positions of all 19 atoms, in Å:
N1 -1.5925 0.0204 2.3020
C1 -2.0159 -0.2072 1.0650
N2 -1.2729 -0.8016 0.1399
H1 -0.6201 -0.1885 2.6148
H2 -2.0550 0.7257 2.8255
H3 -2.9809 0.2158 0.8182
H4 -1.6406 -0.9088 -0.7994
H5 -0.2120 -0.7215 0.1482
C2 0.3820 1.9215 -1.0561
C3 0.6043 0.6088 -1.2396
N3 1.4654 -0.1305 -0.3902
C4 2.2546 -1.2570 -0.9184
H6 0.8178 2.5234 -0.2673
H7 -0.3382 2.4517 -1.6952
H8 0.0936 0.0052 -2.0184
H9 2.0886 0.5411 0.0478
H10 2.8011 -1.7049 -0.0852
H11 1.5466 -1.9927 -1.3140
H12 2.9488 -0.9606 -1.7416

Results
HOMO energy (alpha / beta) = -19.5484 / -19.6216 eV
Charge = +2
Multiplicity = 2
E_LUMO (alpha / beta) = -8.1 / -12.1 eV
Molar mass = 102.2 g mol⁻¹

***

Sorted by energy, starting with the most stable: (B), (A).